C6H12NO | ωB97M-V/def2-TZVPD

Each line ends with the natural charge from an NBO analysis.
Geometry (Å):
C1 -0.800 -1.365 1.228  -0.096
C2 -0.945 -0.811 0.018  -0.108
C3 -0.073 -0.362 2.110  -0.447
C4 -0.140 0.902 1.311  -0.254
C5 1.853 -0.460 -0.773  -0.275
C6 -0.762 0.922 -2.266  -0.245
N1 -0.242 0.419 -0.031  0.053
O1 -0.571 1.341 -0.932  -0.303
H1 -0.800 -2.342 1.641  0.254
H2 -1.137 -1.371 -0.874  0.242
H3 -0.519 -0.212 3.170  0.267
H4 0.932 -0.680 2.082  0.223
H5 -0.985 1.398 1.702  0.247
H6 0.794 1.545 1.412  0.243
H7 1.445 -0.959 -1.527  0.170
H8 2.336 0.575 -0.983  0.223
H9 1.981 -0.882 0.210  0.195
H10 0.208 0.543 -2.639  0.188
H11 -1.104 1.790 -2.670  0.233
H12 -1.471 0.010 -2.189  0.189

The LUMO energy (alpha / beta) is -4.9 / -6.1 eV. Its maximum force is 6.28 eV/Å. Its charge is +1. The value obtained for the molar mass is 114.2 u. The HOMO energy (alpha / beta) is -13.5946 / -13.3735 eV. As for the relative energy (zero: lowest compared OMol25 entry of this formula, charge and spin): 134.9 kcal/mol.